(1)
Computed, not measured: 9 unconnected molecules or ions with the total composition C46H118N8O15 at a distorted geometry, with ωB97M-V with the def2-TZVPD basis set.

Kohn-Sham gap (alpha / beta): 0.261 / 0.065 Ha
charge: +1
2S+1: 2
⟨S²⟩: 0.75
strongest force on any atom: 3.71 eV Å⁻¹

XYZ file:
```
187
Properties=species:S:1:pos:R:3:lowdin_spin:R:1
C 15.095 -17.773 18.812 0.00
H 16.498 -15.423 19.607 0.00
O 14.988 -13.033 21.167 0.00
C 5.566 -18.939 27.201 0.00
H 19.248 -20.556 27.238 0.00
H 7.141 -17.701 18.024 0.02
H 5.365 -20.226 24.927 0.00
H 12.978 -16.901 20.463 0.00
H 8.271 -18.539 21.212 0.00
H 18.843 -26.503 16.756 0.00
O 17.076 -12.841 15.492 0.00
H 20.840 -14.765 23.507 0.00
C 5.330 -16.523 16.357 0.07
N 6.779 -16.773 16.218 0.68
H 8.429 -20.712 25.285 0.00
C 3.383 -17.593 13.994 0.00
C 4.660 -15.805 15.149 0.00
H 3.392 -18.277 14.842 0.00
H 19.779 -22.165 26.703 0.00
H 20.906 -20.879 26.783 0.00
H 13.080 -18.070 18.271 0.00
H 16.591 -21.342 14.923 0.00
H 19.825 -14.362 22.060 0.00
H 17.535 -20.197 25.840 0.00
H 13.657 -18.260 21.287 0.00
C 18.460 -20.282 19.432 0.00
H 21.235 -14.584 11.062 0.00
H 9.891 -19.654 23.621 0.00
C 9.769 -16.434 21.744 0.00
C 6.317 -20.325 25.449 0.00
H 4.747 -17.408 16.613 0.02
C 12.089 -19.552 15.441 0.00
H 17.696 -26.240 15.643 0.00
O 14.922 -16.390 18.547 0.00
C 17.896 -19.942 23.738 0.00
C 17.895 -17.883 22.498 0.00
H 15.375 -18.479 13.329 0.00
H 15.395 -21.733 23.316 0.00
C 21.983 -13.504 14.104 0.00
H 17.896 -23.384 15.042 0.00
H 16.491 -20.642 18.956 0.00
N 16.652 -21.119 20.973 0.00
C 18.184 -20.591 25.058 0.00
H 17.276 -22.216 19.282 0.00
H 12.534 -13.344 22.122 0.00
O 19.574 -20.622 25.223 0.00
H 8.943 -20.642 22.434 0.00
H 18.656 -18.209 24.400 0.00
H 7.347 -21.618 24.249 0.00
H 15.210 -12.399 16.268 0.00
C 18.130 -24.638 16.834 0.00
H 12.649 -21.050 23.566 0.00
C 13.084 -17.984 20.402 0.00
H 13.871 -14.674 20.490 0.00
O 9.502 -17.492 22.610 0.00
H 17.898 -21.629 24.887 0.00
H 16.991 -20.376 23.310 0.00
H 10.188 -19.774 17.160 0.00
H 10.088 -21.152 16.174 0.00
H 11.578 -14.977 16.744 0.00
C 10.675 -21.633 18.267 0.00
C 14.850 -21.802 22.375 0.00
C 11.147 -21.833 20.611 0.00
H 21.933 -13.258 16.210 0.00
C 15.823 -12.147 15.403 0.00
H 19.974 -24.626 18.060 0.00
H 17.379 -15.971 23.393 0.00
H 13.926 -18.668 16.179 0.00
C 19.476 -24.044 17.284 0.00
H 3.713 -15.366 15.465 0.00
C 17.898 -12.315 16.545 0.00
N 19.923 -12.893 15.448 0.00
C 19.157 -18.001 19.159 0.00
H 18.071 -15.866 21.750 0.00
O 18.034 -18.928 19.288 0.00
C 13.571 -19.078 15.234 0.00
C 16.322 -21.551 15.959 0.00
H 18.740 -18.239 21.908 0.00
H 7.428 -15.954 18.150 0.04
H 5.199 -19.902 27.555 0.00
C 7.535 -20.629 24.667 0.00
H 16.218 -23.094 21.328 0.00
O 21.280 -14.260 13.110 0.00
H 19.150 -14.014 17.101 0.00
H 2.398 -17.133 14.069 0.00
H 15.864 -11.062 15.306 0.00
H 22.426 -13.507 11.599 0.00
H 14.397 -12.322 20.908 0.00
C 21.224 -13.594 15.453 0.00
C 17.168 -21.184 19.616 0.00
H 15.344 -22.030 16.003 0.00
N 12.044 -20.542 16.501 0.00
C 15.695 -22.151 21.167 0.00
C 13.222 -14.131 22.432 0.00
C 17.303 -23.656 15.915 0.00
H 21.127 -14.649 15.709 0.00
C 14.750 -17.665 13.694 0.00
H 15.789 -17.960 19.633 0.00
O 17.114 -22.448 16.666 0.00
H 16.153 -20.265 21.179 0.00
C 8.999 -17.018 17.364 0.01
C 9.007 -19.704 22.985 0.00
C 19.870 -21.094 26.522 0.00
H 13.987 -20.158 24.268 0.00
H 19.723 -12.480 17.465 0.00
H 17.369 -12.399 17.494 0.00
H 9.289 -17.826 16.691 0.00
H 15.917 -14.577 18.228 0.00
O 6.595 -19.146 26.256 0.00
H 12.785 -20.375 17.167 0.00
C 13.372 -20.257 23.374 0.00
H 18.124 -11.255 16.434 0.00
H 17.603 -24.896 17.753 0.00
N 17.871 -18.501 23.836 0.00
C 14.296 -14.262 21.405 0.00
H 16.958 -18.129 21.999 0.00
H 12.837 -20.189 19.190 0.00
H 8.859 -15.954 21.386 0.00
H 15.008 -22.293 20.333 0.00
C 11.088 -15.850 17.177 0.00
H 16.492 -24.245 15.487 0.00
H 14.962 -15.095 21.630 0.00
H 12.870 -19.333 23.085 0.00
H 14.213 -19.904 14.929 0.00
H 10.285 -22.497 20.673 0.00
H 4.714 -18.490 26.690 0.00
H 20.769 -12.915 11.504 0.00
C 13.700 -18.428 19.092 0.00
H 23.028 -13.801 14.196 0.00
O 10.958 -20.923 19.497 0.00
H 11.479 -18.672 15.645 0.00
H 21.844 -12.483 13.749 0.00
C 19.185 -13.010 16.679 0.00
H 18.843 -16.980 19.376 0.00
O 13.482 -18.092 14.221 0.00
H 9.301 -17.352 18.357 0.00
H 10.007 -19.148 21.362 0.00
C 19.839 -14.762 23.074 0.00
H 11.466 -15.893 18.198 0.00
H 9.644 -21.980 18.327 0.00
C 16.090 -15.584 18.609 0.00
H 16.909 -16.033 18.048 0.00
H 14.253 -20.130 19.932 0.00
H 10.425 -16.590 20.887 0.00
H 5.285 -14.926 14.989 0.00
N 18.489 -25.817 16.104 0.00
C 10.683 -20.729 16.984 0.00
H 15.564 -18.251 17.952 0.00
C 18.135 -16.368 22.716 0.00
C 21.384 -13.773 11.775 0.00
H 19.361 -23.035 17.679 0.00
H 10.264 -15.724 22.406 0.00
H 11.756 -20.006 14.508 0.00
O 19.371 -16.132 23.278 0.00
H 12.082 -22.385 20.514 0.00
H 16.391 -20.608 16.501 0.00
H 18.998 -20.607 18.542 0.00
O 4.515 -16.651 13.992 0.01
H 7.654 -18.714 24.124 0.00
O 14.150 -20.563 22.167 0.00
H 11.458 -16.701 16.605 0.00
N 13.783 -19.850 19.083 0.00
C 7.481 -16.816 17.486 0.08
H 19.331 -18.168 18.096 0.00
N 7.737 -19.608 23.660 0.00
H 14.159 -22.638 22.485 0.00
H 7.276 -16.190 15.559 0.02
H 6.268 -21.102 26.212 0.00
H 3.437 -18.059 13.010 0.00
H 19.229 -14.018 23.587 0.00
H 18.599 -20.166 22.936 0.00
H 19.461 -13.134 14.583 0.00
H 5.149 -15.878 17.216 0.03
H 20.051 -18.285 19.715 0.00
H 20.188 -24.028 16.459 0.00
H 11.203 -21.198 21.495 0.00
H 12.701 -15.051 22.696 0.00
C 9.134 -18.718 21.853 0.00
H 15.372 -17.049 14.343 0.00
O 9.632 -15.774 17.087 0.01
H 13.647 -13.745 23.358 0.00
H 19.195 -20.332 20.235 0.00
H 12.107 -18.458 20.505 0.00
H 11.253 -22.543 18.109 0.00
H 15.211 -12.470 14.561 0.00
H 5.896 -18.230 27.961 0.00
H 14.566 -17.005 12.846 0.00
```

(2)
Computed, not measured: 6 unconnected molecules or ions with the total composition C3H18O6 at a distorted geometry, with ωB97M-V with the def2-TZVPD basis set.

Kohn-Sham gap (alpha / beta): 0.090 / 0.377 Ha
charge: -1
2S+1: 2
⟨S²⟩: 0.75
strongest force on any atom: 1.88 eV Å⁻¹

XYZ file:
```
27
Properties=species:S:1:pos:R:3:nbo_charge:R:1
H -0.071 -2.972 2.559 0.46
H 1.646 -1.178 -0.461 0.21
H 2.321 3.185 0.876 0.38
H -0.019 -0.878 -0.333 0.22
O -3.471 1.856 -2.465 -0.98
H -0.822 1.495 -0.358 0.48
H 1.990 -3.435 2.513 0.18
H 0.609 1.925 -0.114 0.50
H 1.273 2.935 1.939 0.33
H -0.135 1.250 -2.546 0.51
H -3.132 1.323 -3.184 0.47
H -2.915 1.633 -1.718 0.49
H -3.179 1.064 0.332 0.48
O -2.362 0.812 -0.099 -1.00
O -0.404 -2.450 1.825 -0.72
O 0.025 1.586 -0.793 -1.05
O -0.536 1.289 -3.415 -0.99
H 0.754 -3.313 0.328 0.14
H -0.071 1.997 -3.862 0.46
C 0.765 -2.470 1.019 0.06
C 1.993 -2.566 1.856 -0.68
H 0.839 -0.419 1.015 0.22
H 2.077 -1.746 2.569 0.21
H -2.368 -0.145 -0.085 0.49
O 1.403 2.942 0.990 -1.40
H 2.956 -2.511 1.349 0.22
C 0.833 -1.207 0.263 -0.68
```

(3)
Computed, not measured: a molecular structure, C24H10BBrCl76O8S at a distorted geometry, with ωB97M-V with the def2-TZVPD basis set.

Kohn-Sham gap: 0.375 Ha
2S+1: 1
strongest force on any atom: 4.21 eV Å⁻¹

XYZ file:
```
121
Properties=species:S:1:pos:R:3:lowdin_charge:R:1
Cl 4.921 -0.623 0.302 0.62
Cl -6.874 -0.990 -1.832 0.51
Cl -8.259 3.729 5.018 0.49
Cl 3.447 -3.374 -9.458 0.51
Cl 12.528 2.243 5.132 0.50
Cl -15.500 1.218 5.260 0.53
Cl 2.090 -8.123 2.287 0.51
Cl -10.254 5.267 3.149 0.47
H 0.135 -2.019 -3.229 0.03
Cl -15.987 3.755 3.976 0.48
Cl 2.194 0.383 -10.911 0.51
C 0.952 -5.335 -4.494 -2.03
Cl 1.887 -5.671 -10.243 0.53
Cl 10.030 0.837 2.936 0.50
Cl -10.488 5.660 0.300 0.54
Cl 6.019 6.989 -1.648 0.51
H -0.160 0.956 1.108 0.09
Cl 3.990 -5.954 -8.287 0.49
Cl 4.459 4.746 0.469 0.51
Cl -13.801 5.334 6.301 0.53
C 1.139 -2.111 0.865 -0.44
Cl 1.613 4.095 -2.387 0.49
Cl 2.235 -5.563 -5.684 0.51
C 2.566 -7.196 3.722 -2.00
Cl 4.223 -1.158 -12.264 0.51
S 0.441 -2.896 3.034 0.65
Cl 1.766 4.560 1.459 0.50
C 3.779 0.454 -11.692 -2.06
B 1.549 0.168 1.442 -0.88
Cl -0.980 3.483 -1.235 0.47
O 2.065 -3.305 2.639 -0.27
Cl -3.571 -6.779 0.418 0.54
Cl -1.751 4.344 3.165 0.48
Cl -15.569 6.691 4.458 0.50
Cl -1.017 2.118 4.852 0.56
C 10.843 1.496 1.509 -2.04
Cl 1.798 -7.900 5.156 0.52
Cl 6.837 6.569 -4.385 0.53
C 5.604 6.201 -3.174 -2.05
C -7.870 2.017 5.251 -2.04
Cl -6.204 1.996 1.011 0.49
Cl 4.649 -5.456 -11.053 0.53
O 2.000 -1.145 1.383 0.16
H -1.201 -2.709 -2.216 0.00
Cl -2.041 -4.622 1.578 0.63
C 1.921 -3.444 1.218 -0.42
Cl 15.187 1.130 5.058 0.52
Cl -8.723 3.626 1.330 0.48
C -13.887 6.213 4.770 -2.03
Cl -3.354 2.397 0.805 0.49
C -10.263 4.456 1.576 -2.01
C 9.367 -4.621 -2.005 -2.05
Cl -1.469 4.715 6.023 0.53
H -0.734 -0.790 -0.558 0.10
C 13.663 1.170 5.954 -2.05
Cl -11.583 3.279 1.515 0.51
C -7.512 -2.506 -2.487 -2.05
Cl 0.144 -6.875 -4.191 0.54
Cl -9.070 -2.863 -1.735 0.53
O 3.086 -3.628 0.533 0.03
O -0.152 -4.112 3.433 -0.38
Cl 0.852 4.251 4.348 0.49
Cl -0.218 -4.160 -5.102 0.56
H 1.196 -4.264 1.075 0.15
C -0.001 -1.181 -1.261 -0.63
C 1.003 -2.193 -0.650 -0.15
Cl 6.109 -3.250 0.102 0.53
Cl -8.749 1.407 6.659 0.53
O 0.587 -1.910 4.029 -0.17
H 2.037 1.984 1.141 0.05
Cl 12.981 -0.459 6.029 0.52
C 3.493 -5.113 -9.761 -2.05
O 0.290 0.575 1.878 0.16
C -0.650 -1.816 -2.503 -0.18
Cl 8.086 -5.841 -1.955 0.51
Cl 10.372 3.186 1.293 0.53
H 0.587 -3.190 -0.849 0.09
Cl 9.061 -3.504 -3.341 0.51
Cl -2.396 -4.780 -1.288 0.55
Cl -4.935 4.000 2.651 0.51
C -0.137 4.232 -2.605 -2.04
Cl 7.515 -1.127 1.459 0.50
Cl 3.999 4.448 3.300 0.54
Cl -0.585 5.938 -2.699 0.54
Cl -8.349 1.092 3.824 0.51
Cl 4.033 6.787 -3.732 0.52
Cl -14.745 1.606 2.499 0.51
Cl 4.325 -7.267 3.906 0.52
Cl 3.326 6.928 1.984 0.55
Cl 2.057 -5.515 3.523 0.74
O 2.465 1.117 1.087 0.13
Cl -5.166 4.406 -0.195 0.54
Cl 3.714 1.570 -13.060 0.52
Cl 1.645 -4.724 -2.984 0.55
Cl -6.132 1.833 5.517 0.52
O -0.082 -2.355 1.583 -0.13
H 2.997 -4.408 -0.028 0.11
Cl -0.608 3.413 -4.098 0.53
C -15.943 2.005 3.740 -2.03
Cl -13.302 5.182 3.462 0.45
Cl 4.983 1.017 -10.527 0.52
C -3.155 -5.066 0.283 -2.01
Cl 7.204 -1.038 -1.410 0.50
Cl -12.877 7.662 4.866 0.53
Cl 10.926 -5.416 -2.252 0.53
C 6.435 -1.510 0.114 -2.01
H -1.378 -1.104 -2.905 0.08
Cl -4.620 -4.085 0.414 0.51
Cl 10.375 0.567 0.081 0.51
Br 1.087 0.319 -1.965 0.77
Cl -17.535 1.435 3.223 0.53
Cl 13.959 1.762 7.593 0.52
Cl 12.594 1.396 1.728 0.51
H 1.970 -2.147 -1.146 0.11
C -0.847 3.856 4.608 -2.03
C -4.912 3.201 1.072 -2.01
Cl 9.393 -3.734 -0.479 0.50
Cl -6.376 -3.815 -2.139 0.49
Cl 5.524 4.449 -2.929 0.50
Cl -7.722 -2.350 -4.235 0.52
C 3.390 5.172 1.807 -2.02
```

(4)
Computed, not measured: a molecular structure, C36H50ClNO3P4Re at a distorted geometry, with ωB97M-V with the def2-TZVPD basis set.

Kohn-Sham gap (alpha / beta): 0.243 / 0.158 Ha
charge: +2
2S+1: 4
⟨S²⟩: 3.79
strongest force on any atom: 6.05 eV Å⁻¹

XYZ file:
```
96
Properties=species:S:1:pos:R:3:lowdin_spin:R:1
C -3.756 -3.452 1.314 0.00
C 4.885 2.883 -2.330 0.02
H -1.236 -2.423 -5.572 0.00
H -1.653 -1.337 6.969 0.00
H 6.779 2.839 -3.369 0.00
C -0.445 -2.186 -4.862 -0.01
H -3.473 1.098 1.783 0.00
C -4.555 -1.494 -0.758 0.01
H -2.131 5.297 -4.771 0.00
H 3.303 -0.659 0.736 0.00
H -3.658 2.394 2.998 0.00
H -4.188 -0.885 -1.599 0.00
C 4.198 0.741 -3.943 0.07
H -5.370 -2.155 -1.088 0.00
O -1.166 -2.258 4.372 0.01
C -0.700 -1.325 5.036 0.01
H 2.545 -2.053 -0.097 0.00
C 2.949 -1.689 0.856 0.01
C -0.648 -1.268 6.558 0.00
C -1.942 -1.425 0.436 0.09
C -1.490 3.137 0.954 0.00
C 1.342 -2.898 -3.399 0.00
Re 0.039 0.030 2.297 1.46
C 0.004 0.037 6.890 0.00
H 0.162 3.287 3.814 0.00
C -0.656 2.787 -2.940 0.01
H -3.392 -4.263 -1.724 0.00
N -0.105 -0.178 4.548 0.02
P -1.350 2.046 2.419 0.02
H 2.984 -0.946 4.010 0.00
H 2.090 -2.410 4.463 0.00
H 2.904 2.745 -1.465 0.00
H -0.819 2.315 -1.963 0.00
C 5.448 1.300 -4.055 0.00
C -3.063 1.525 2.703 0.01
H 0.972 1.945 0.373 0.00
C 3.176 1.427 -3.215 0.07
C 0.593 3.304 -4.941 0.04
C 5.800 2.394 -3.261 0.06
P -3.236 -2.516 -0.118 0.02
C 2.668 -1.935 3.669 0.00
H 0.438 -3.395 0.905 0.00
H 2.389 -1.337 -2.334 0.00
H 1.615 -4.166 1.999 0.00
C 0.353 -3.207 -4.342 0.06
H -1.388 0.326 -2.224 0.00
H -4.122 -2.760 2.097 0.00
O 1.067 1.672 5.453 0.01
O -1.786 0.192 -1.303 0.01
Cl 2.345 1.097 2.896 0.05
C -0.218 -0.877 -4.495 0.05
H -2.357 -1.391 2.532 0.00
H -2.902 -4.037 1.708 0.00
C 0.424 1.081 0.791 0.06
C 1.647 -1.574 -3.105 0.04
H -1.757 -4.201 -0.992 0.00
H 0.878 -0.056 7.534 0.00
H -0.162 4.781 -6.242 0.00
C 0.978 -0.533 -3.789 0.05
H -4.573 -4.125 0.994 0.00
H -1.831 4.130 1.272 0.00
H 3.939 -0.161 -4.507 0.00
H 0.195 -4.235 -4.641 0.00
H -2.191 2.723 0.218 0.00
P 1.603 1.113 -4.069 0.42
C -1.425 4.531 -4.478 0.01
H 6.126 0.895 -4.784 0.00
C 3.572 2.408 -2.270 0.03
H -2.399 4.061 -2.624 0.00
C -1.020 -0.722 -0.570 0.03
H 1.444 3.117 -5.601 0.01
C -0.321 4.262 -5.306 0.00
C -1.555 3.808 -3.287 0.01
H 5.202 3.668 -1.643 0.00
C -2.582 -3.591 -1.393 0.00
H -1.284 4.250 3.354 0.00
H -0.100 -2.127 6.941 0.00
C -1.690 -1.059 1.731 -0.02
C 0.422 2.454 -3.798 0.06
H -0.902 -0.082 -4.820 0.00
H -4.919 -0.823 0.035 0.00
H -0.511 3.250 0.471 0.00
H 1.893 -3.700 -2.905 0.00
C 0.881 -3.355 1.907 0.01
H -0.423 -1.356 -1.239 0.01
H -0.667 0.742 7.384 0.00
P 1.662 -1.724 2.156 0.03
H 3.800 -2.322 1.151 0.00
H -1.386 3.000 4.630 0.00
C -0.923 3.270 3.679 0.00
H 0.088 -3.485 2.653 0.00
C -0.042 -0.077 0.301 0.16
H 3.562 -2.527 3.455 0.00
H -3.097 0.765 3.490 0.00
H -2.216 -3.018 -2.260 0.00
C 0.418 0.648 5.556 0.00
```